This record from the OMol25 dataset describes a molecular structure, C36H37F3N6O4PS2SbTi. The level of theory is ωB97M-V/def2-TZVPD.

Energy relative to the best compared isomer or geometry (same formula, charge and spin)   0.0 kcal/mol
Max |F|   1.1 eV/Å
DFT total energy   -123833.3352 eV
HOMO-LUMO gap (alpha / beta)   5.555 / 5.551 eV

CARTESIAN COORDINATES (ANGSTROEM)
Ti 0.061 0.013 1.043
C 1.533 -3.376 1.193
C 0.291 -3.079 1.986
C -0.367 -4.153 2.544
C -1.514 -3.964 3.313
C -1.911 -2.678 3.577
C -1.192 -1.608 3.034
N -0.161 -1.802 2.176
Sb -1.694 0.291 3.830
C 0.152 1.365 3.700
C 0.460 2.105 4.834
C 1.549 2.955 4.819
C 2.309 3.001 3.670
C 1.982 2.229 2.560
C 2.938 2.340 1.400
N 0.881 1.433 2.557
C -1.570 1.180 1.319
C -2.252 2.411 1.347
C -3.420 2.499 0.655
C -3.876 1.393 -0.091
C -3.101 0.267 -0.203
C -3.490 -0.846 -1.125
N -1.950 0.186 0.522
H 2.375 -3.489 1.880
H 1.412 -4.321 0.665
H 1.782 -2.609 0.475
H 0.018 -5.148 2.368
H -2.047 -4.813 3.724
H -2.748 -2.467 4.231
H -0.162 2.005 5.713
H 1.807 3.552 5.684
H 3.189 3.629 3.611
H 3.933 2.029 1.725
H 2.665 1.755 0.537
H 3.000 3.385 1.094
H -1.861 3.240 1.924
H -3.992 3.419 0.655
H -4.810 1.441 -0.634
H -3.656 -1.781 -0.586
H -4.407 -0.588 -1.652
H -2.706 -1.003 -1.867
C 2.368 3.996 -3.637
C 1.443 2.834 -3.920
O 0.157 3.116 -3.350
P -0.591 2.027 -2.436
S -1.043 0.435 -3.477
S 0.561 1.859 -0.790
O -1.859 2.886 -2.003
C -2.772 3.397 -2.988
C -2.677 4.907 -3.027
H 3.336 3.824 -4.112
H 2.516 4.106 -2.561
H 1.945 4.923 -4.027
H 1.845 1.914 -3.494
H 1.307 2.688 -4.991
H -3.769 3.073 -2.689
H -2.551 2.964 -3.965
H -2.869 5.327 -2.038
H -3.412 5.307 -3.729
H -1.679 5.210 -3.345
N 1.595 -4.837 -4.117
C 1.474 -6.068 -4.722
C 2.260 -6.747 -5.649
C 1.825 -8.001 -6.028
C 0.648 -8.561 -5.501
C -0.124 -7.883 -4.580
C 0.300 -6.614 -4.182
N -0.265 -5.731 -3.281
C 0.526 -4.693 -3.271
C 0.326 -3.513 -2.423
C -0.729 -3.498 -1.511
C -0.858 -2.429 -0.658
N -0.021 -1.379 -0.650
C 0.945 -1.367 -1.573
C 1.155 -2.405 -2.462
H 2.328 -4.168 -4.269
H 3.168 -6.317 -6.052
H 2.403 -8.568 -6.746
H 0.345 -9.547 -5.829
H -1.032 -8.310 -4.172
H -1.415 -4.333 -1.473
H -1.663 -2.403 0.060
H 1.586 -0.500 -1.584
H 1.956 -2.311 -3.183
F 4.277 -1.917 2.877
C 3.536 -0.808 2.740
F 4.267 0.228 3.180
F 2.469 -0.928 3.543
C 3.187 -0.596 1.236
O 4.137 -0.611 0.493
O 1.959 -0.382 0.914